A molecular structure, C3H11NS at a distorted geometry. Source: the OMol25 dataset; level of theory: ωB97M-V/def2-TZVPD.

Properties
- Gap between HOMO and LUMO: 9.1 eV
- Multiplicity: 1
- Maximum force: 3.02 eV Å⁻¹
- DFT total energy: -573.77870 Ha
- ΔE to the lowest compared entry with this formula, charge and spin: 138.67 kJ/mol
- Charge: 0

Each line ends with the Löwdin charge.
CARTESIAN COORDINATES (ANGSTROEM)
1 S -0.2063 -0.8167 -2.1690  0.226
2 H -0.8451 0.3682 -2.2134  -0.309
3 C 1.4061 -1.0019 1.2238  -0.111
4 C 0.8495 0.3959 1.4323  -0.270
5 N -0.5206 0.4307 0.8911  -0.189
6 C -1.2436 1.7194 0.9516  -0.095
7 H 1.6158 -1.2589 0.1792  0.045
8 H 2.4080 -1.0608 1.6699  0.075
9 H 0.7958 -1.8102 1.6484  0.079
10 H 0.8718 0.6526 2.4845  0.109
11 H 1.4588 1.0899 0.8698  0.114
12 H -1.0793 -0.2946 1.3310  0.120
13 H -0.5481 -0.0751 -0.6764  -0.033
14 H -1.7576 1.8838 1.9067  0.082
15 H -1.9228 1.8426 0.0966  0.080
16 H -0.4992 2.4971 0.8218  0.077

***

2 unconnected molecules or ions with the total composition C2H4N3O at a distorted geometry. Source: the OMol25 dataset; level of theory: ωB97M-V/def2-TZVPD.

Properties
- Gap between HOMO and LUMO: 9.9 eV
- Multiplicity: 1
- Maximum force: 6.06 eV Å⁻¹
- DFT total energy: -317.80341 Ha
- ΔE to the lowest compared entry with this formula, charge and spin: 100.68 kJ/mol
- Charge: +1

Each line ends with the Löwdin charge.
CARTESIAN COORDINATES (ANGSTROEM)
1 C -0.1035 -1.4704 0.1487  -0.149
2 C 0.6735 1.9810 -0.3205  -0.432
3 N 1.1328 2.6587 -1.1838  0.236
4 N 0.8221 -1.7386 -0.5072  0.395
5 N -1.0933 -1.0364 0.7743  0.241
6 O -0.1179 1.4878 0.3340  0.128
7 H 1.5519 3.4433 -1.6362  0.104
8 H 1.5681 -2.2380 -0.8409  0.115
9 H -1.0882 -0.9533 1.8418  0.220
10 H -1.9547 -0.9327 0.3207  0.143

***

A molecular structure, C16H18B2Cl5F4IrN4O4Te at a distorted geometry. Source: the OMol25 dataset; level of theory: ωB97M-V/def2-TZVPD.

Properties
- Gap between HOMO and LUMO (spin up / spin down): 4.9 / 4.7 eV
- Multiplicity: 2
- Maximum force: 3.46 eV Å⁻¹
- DFT total energy: -4261.92443 Ha
- ΔE to the lowest compared entry with this formula, charge and spin: 362.96 kJ/mol
- Charge: +3
- <S²>: 0.795

Each line ends with the Löwdin spin population.
CARTESIAN COORDINATES (ANGSTROEM)
1 Ir 0.0940 0.7709 -1.0058  0.026
2 C -2.4998 3.4570 1.6413  -0.001
3 C -1.9684 2.4241 0.7197  0.001
4 N -0.7188 2.3001 0.4570  -0.025
5 O 0.1370 3.1166 1.0391  -0.014
6 B 1.5809 2.7695 1.0590  -0.001
7 F 2.0565 2.9433 -0.2937  0.002
8 F 2.2328 3.5440 1.9091  0.000
9 O 1.7673 1.3325 1.4165  0.000
10 N 1.1640 0.3834 0.7133  0.001
11 C 1.3108 -0.8265 1.1467  0.006
12 C 2.0985 -1.1814 2.3460  0.001
13 C 0.5442 -1.8188 0.3960  -0.003
14 N -0.2213 -1.3272 -0.5232  -0.005
15 O -1.0739 -2.0569 -1.1664  -0.005
16 B -2.5490 -1.8158 -0.7550  0.000
17 F -3.2995 -2.6538 -1.4587  0.000
18 F -2.6017 -1.8115 0.6042  0.000
19 O -2.8398 -0.3933 -1.2642  -0.007
20 N -2.2215 0.5660 -0.6322  -0.015
21 C -2.8329 1.4303 0.0815  -0.001
22 C -4.3013 1.4017 0.3047  0.000
23 C 0.5755 -3.2630 0.7042  -0.001
24 H -1.7002 4.0874 2.0166  0.000
25 H -3.0069 2.9831 2.4862  0.000
26 H -3.2464 4.0784 1.1424  0.000
27 H 2.6815 -0.3360 2.6965  0.000
28 H 2.7540 -2.0294 2.1430  0.000
29 H 1.4373 -1.4976 3.1597  0.000
30 H -4.7855 0.7384 -0.4064  0.000
31 H -4.7296 2.4014 0.2393  0.000
32 H -4.5131 1.0228 1.3092  0.000
33 H 1.5855 -3.5916 0.9439  0.000
34 H 0.1766 -3.8433 -0.1241  0.000
35 H -0.0503 -3.4737 1.5787  0.000
36 Cl -0.2877 3.7371 -2.1312  0.077
37 C -0.9514 2.5730 -3.1713  0.173
38 C -0.7289 1.1974 -2.8824  -0.010
39 C -1.2500 0.3053 -3.8556  0.189
40 Cl -0.7649 -1.2961 -3.8949  0.116
41 C -2.1495 0.7392 -4.8893  0.174
42 Cl -2.9156 -0.3840 -5.8637  0.142
43 C -2.3708 2.1188 -5.0994  -0.015
44 Cl -3.3423 2.6443 -6.3667  -0.012
45 C -1.7324 3.0448 -4.2606  0.108
46 Cl -1.9375 4.6939 -4.5144  0.081
47 C 2.7739 -0.4082 -3.4670  0.000
48 Te 2.4062 1.4172 -2.4320  0.014
49 C 4.2077 1.2274 -1.3285  0.000
50 H 3.6132 -0.2380 -4.1418  0.000
51 H 1.9071 -0.7055 -4.0512  0.001
52 H 3.0460 -1.1919 -2.7633  0.000
53 H 4.1545 0.3795 -0.6490  0.000
54 H 4.3774 2.1484 -0.7794  0.000
55 H 5.0020 1.0621 -2.0565  0.000

***

8 unconnected molecules or ions with the total composition C31H56BClO12 at a distorted geometry. Source: the OMol25 dataset; level of theory: ωB97M-V/def2-TZVPD.

Properties
- Gap between HOMO and LUMO: 8.1 eV
- Multiplicity: 1
- Maximum force: 3.02 eV Å⁻¹
- DFT total energy: -2602.72691 Ha
- Charge: 0

Each line ends with the Löwdin charge.
CARTESIAN COORDINATES (ANGSTROEM)
1 C -2.1640 -1.3770 -2.4253  -0.101
2 C -1.2626 -2.4322 -1.6536  -0.244
3 C 0.2348 -2.1099 -2.0646  -0.665
4 Cl 1.3738 -3.5020 -1.8081  0.575
5 C 0.7545 -0.7530 -1.4612  -0.178
6 C 1.6990 -0.0139 -2.3271  0.008
7 C 2.2213 1.2771 -1.9054  0.000
8 C 1.7786 1.7801 -0.5994  -0.060
9 C 0.8562 1.0612 0.2833  -0.041
10 C 0.3324 -0.2445 -0.1498  0.064
11 C 0.4396 1.7116 1.6379  -0.234
12 O -0.1942 1.0044 2.4192  0.084
13 C 0.7881 3.1986 1.9437  0.036
14 C 0.2096 3.9328 3.0842  -0.153
15 O -0.6931 3.3085 3.9462  0.133
16 B -0.3981 3.6101 5.3049  -0.708
17 O -1.3677 4.2847 6.0725  0.164
18 O 0.8161 3.3209 5.9533  0.157
19 C 0.5842 5.3464 3.2576  0.013
20 C 1.5328 6.0211 2.3506  -0.040
21 C 2.1085 5.2994 1.2238  -0.003
22 C 1.7230 3.8890 1.0342  -0.041
23 C 2.3344 3.1819 -0.2052  -0.284
24 O 3.1976 3.7334 -0.8583  0.075
25 H -2.0851 -0.3570 -1.9553  0.078
26 H -3.2457 -1.6742 -2.4393  0.073
27 H -1.8413 -1.2821 -3.4999  0.068
28 H -1.3952 -2.3958 -0.5442  0.098
29 H -1.5155 -3.4432 -2.0845  0.106
30 H 0.2044 -1.9304 -3.1775  0.056
31 H 2.0081 -0.4027 -3.3247  0.120
32 H 2.9257 1.8132 -2.5765  0.117
33 H -0.3654 -0.8426 0.4875  0.120
34 H -2.0450 4.6675 5.4854  0.113
35 H 1.5210 3.9228 5.6541  0.115
36 H 0.1696 5.9880 4.0747  0.122
37 H 1.8420 7.0847 2.4843  0.106
38 H 2.8152 5.7997 0.5212  0.115
39 C 1.8432 -1.8723 4.5959  -0.074
40 C 3.0453 -1.0572 5.0226  -0.322
41 O 2.9830 0.2333 4.4367  -0.090
42 H 1.8099 -1.9671 3.5083  0.074
43 H 1.8716 -2.8705 5.0374  0.083
44 H 0.9160 -1.3808 4.9016  0.057
45 H 3.9690 -1.5388 4.6961  0.102
46 H 3.0816 -0.9460 6.1116  0.109
47 H 2.1672 0.6518 4.7388  0.073
48 C 0.5176 -2.8282 -7.6065  -0.091
49 C 0.9069 -3.2161 -6.1932  -0.301
50 O 0.4202 -2.2514 -5.2623  -0.112
51 H 0.9211 -1.8443 -7.8579  0.079
52 H 0.8918 -3.5581 -8.3285  0.078
53 H -0.5708 -2.7624 -7.7057  0.044
54 H 1.9921 -3.2594 -6.0922  0.114
55 H 0.4967 -4.1965 -5.9316  0.113
56 H -0.5407 -2.2238 -5.3488  0.078
57 C 1.5891 3.6125 -5.8117  -0.093
58 C 0.2866 3.0138 -5.3156  -0.316
59 O 0.4238 2.5705 -3.9699  -0.094
60 H 2.3949 2.8778 -5.7517  0.075
61 H 1.4958 3.9496 -6.8463  0.072
62 H 1.8848 4.4628 -5.1912  0.073
63 H 0.0060 2.1528 -5.9237  0.111
64 H -0.5231 3.7497 -5.3639  0.107
65 H 0.6628 3.3362 -3.4332  0.080
66 C -2.7041 -1.1909 7.4344  -0.088
67 C -1.6321 -1.4780 6.4010  -0.330
68 O -1.6848 -2.8433 6.0021  -0.084
69 H -2.5737 -1.8311 8.3095  0.081
70 H -2.6696 -0.1462 7.7528  0.075
71 H -3.6971 -1.4024 7.0293  0.050
72 H -0.6410 -1.2872 6.8149  0.105
73 H -1.7635 -0.8474 5.5149  0.109
74 H -2.5594 -3.0037 5.6283  0.082
75 C -7.5928 0.4128 7.1302  -0.094
76 C -6.2062 -0.1117 6.8100  -0.335
77 O -6.2904 -1.4066 6.2219  -0.092
78 H -8.1093 -0.2644 7.8133  0.077
79 H -7.5403 1.4029 7.5877  0.074
80 H -8.2008 0.4772 6.2235  0.072
81 H -5.6103 -0.1951 7.7192  0.103
82 H -5.6854 0.5565 6.1162  0.111
83 H -6.8098 -1.3265 5.4134  0.081
84 C -1.9854 -2.0812 -11.2031  -0.091
85 C -2.4598 -3.0542 -10.1410  -0.310
86 O -2.2998 -2.4899 -8.8423  -0.112
87 H -0.9358 -1.8247 -11.0452  0.075
88 H -2.0977 -2.5075 -12.2019  0.075
89 H -2.5534 -1.1482 -11.1541  0.073
90 H -1.8766 -3.9751 -10.1789  0.114
91 H -3.5145 -3.3070 -10.2880  0.108
92 H -2.8244 -1.6809 -8.8091  0.089
93 C 6.5549 -2.1933 2.0195  -0.096
94 C 5.4089 -2.1397 1.0269  -0.321
95 O 4.1606 -2.1745 1.7072  -0.092
96 H 6.4955 -3.1014 2.6234  0.075
97 H 7.5188 -2.1738 1.5060  0.071
98 H 6.5081 -1.3465 2.7098  0.071
99 H 5.4463 -2.9971 0.3537  0.112
100 H 5.4575 -1.2257 0.4256  0.108
101 H 4.1273 -1.4086 2.2950  0.062